C32H33Br75O5S as an isolated structure in a non-equilibrium geometry. Source: the OMol25 dataset; level of theory: the ωB97M-V functional and the def2-TZVPD basis.

Results
E_HOMO: -9.77 eV
largest force on an atom: 9.7 eV/Å
HOMO-LUMO gap: 0.28610 Ha

ORCA input file:
```
! RIJCOSX wB97M-V def2-TZVPD def2/J DEFGRID3
* xyz 0 1
C -0.106 -6.788 1.791
C 1.005 -5.582 2.107
O 0.738 -5.182 3.528
C 0.730 -4.379 1.027
O 1.852 -3.401 0.912
C 1.671 -2.480 2.047
C 0.651 -1.434 2.328
S -0.790 -0.942 1.238
C 1.138 -0.910 3.816
O 0.397 -0.087 4.584
O 2.464 -1.541 4.125
C 2.778 -2.680 3.239
O 3.671 -3.669 3.334
H 0.420 -7.744 1.366
H -0.584 -7.114 2.835
H -0.995 -6.383 1.147
H 2.116 -5.969 1.961
H 1.656 -5.214 3.954
H 0.600 -4.820 -0.075
H -0.301 -3.864 1.301
H -2.031 -1.326 1.786
C 3.654 -6.275 6.229
Br 3.308 -7.872 5.173
Br 2.028 -5.261 6.562
Br 4.598 -6.690 7.878
H 4.314 -5.635 5.635
C 6.298 -1.666 1.293
Br 5.649 -3.032 0.069
Br 8.189 -1.295 1.028
Br 5.224 -0.046 1.206
H 6.190 -2.067 2.306
C 4.492 -9.378 10.906
Br 5.669 -7.830 10.879
Br 2.617 -8.863 10.846
Br 4.938 -10.651 9.504
H 4.653 -9.887 11.862
C 0.086 1.898 -1.567
Br 0.385 3.220 -2.963
Br -1.014 0.421 -2.193
Br 1.757 1.277 -0.789
H -0.473 2.397 -0.768
C -0.767 1.808 -6.447
Br -1.416 0.442 -7.672
Br 1.124 2.178 -6.713
Br -1.842 3.427 -6.535
H -0.875 1.406 -5.434
C -3.395 -0.801 4.904
Br -4.178 -1.238 3.178
Br -4.109 0.860 5.623
Br -3.565 -2.269 6.169
H -2.324 -0.643 4.739
C 2.757 -1.505 -5.874
Br 4.349 -0.404 -5.682
Br 3.134 -3.386 -5.547
Br 1.292 -0.858 -4.771
H 2.434 -1.421 -6.917
C -0.841 -9.012 8.443
Br 0.766 -8.804 7.366
Br -1.152 -7.468 9.585
Br -2.396 -9.430 7.351
H -0.674 -9.870 9.104
C 1.030 6.354 -7.308
Br 1.734 5.064 -8.583
Br -0.846 6.749 -7.638
Br 1.339 5.797 -5.469
H 1.584 7.286 -7.457
C 0.744 -10.517 3.008
Br 0.129 -10.814 1.187
Br 0.194 -11.951 4.201
Br 2.663 -10.208 3.084
H 0.259 -9.601 3.364
C -3.772 3.211 2.384
Br -2.595 4.759 2.357
Br -5.647 3.726 2.324
Br -3.326 1.938 0.982
H -3.611 2.703 3.340
C -1.681 9.109 2.735
Br -3.484 9.094 2.005
Br -1.687 9.173 4.679
Br -0.615 7.627 2.062
H -1.203 10.031 2.386
C -3.746 8.055 -10.554
Br -2.154 9.156 -10.361
Br -3.370 6.174 -10.227
Br -5.212 8.702 -9.451
H -4.070 8.139 -11.597
C 3.874 4.788 0.490
Br 5.466 5.889 0.682
Br 4.251 2.907 0.817
Br 2.409 5.435 1.593
H 3.551 4.872 -0.553
C 1.760 11.756 1.064
Br 3.351 12.857 1.257
Br 2.136 9.875 1.391
Br 0.294 12.403 2.167
H 1.436 11.841 0.021
C 3.410 3.260 -11.741
Br 5.191 4.027 -11.593
Br 3.267 2.047 -13.256
Br 2.844 2.416 -10.082
H 2.719 4.089 -11.930
C -4.162 2.173 -10.749
Br -4.776 1.875 -12.570
Br -4.712 0.738 -9.556
Br -2.242 2.481 -10.673
H -4.647 3.088 -10.393
C 1.604 -0.159 8.333
Br -0.199 -0.174 7.603
Br 1.597 -0.096 10.277
Br 2.669 -1.641 7.661
H 2.082 0.762 7.985
C -9.059 7.442 -10.265
Br -10.862 7.426 -10.995
Br -9.066 7.505 -8.321
Br -7.994 5.960 -10.938
H -8.581 8.363 -10.613
C 2.732 -14.854 6.075
Br 2.990 -16.412 7.211
Br 3.089 -13.197 7.029
Br 3.762 -14.979 4.430
H 1.675 -14.838 5.790
C 2.054 -19.358 9.999
Br 1.709 -20.955 8.942
Br 0.428 -18.344 10.331
Br 2.999 -19.773 11.648
H 2.715 -18.718 9.404
C -4.790 11.707 -6.909
Br -4.752 13.065 -8.301
Br -3.000 11.207 -6.336
Br -5.908 12.240 -5.409
H -5.247 10.813 -7.347
C 5.679 13.746 -2.384
Br 5.184 11.870 -2.525
Br 4.126 14.886 -2.115
Br 7.036 14.037 -1.021
H 6.123 14.032 -3.344
C -3.669 -1.960 -5.017
Br -4.015 -3.556 -6.074
Br -5.295 -0.945 -4.685
Br -2.724 -2.374 -3.368
H -3.009 -1.320 -5.612
C -7.687 7.205 3.031
Br -7.388 8.527 1.636
Br -8.788 5.728 2.405
Br -6.016 6.584 3.809
H -8.246 7.704 3.830
*
```